1.
Below is a cluster of 2 separate species, C31H31NO2 in total in a non-equilibrium geometry, with properties calculated with ωB97M-V/def2-TZVPD.

Results
- energy above the lowest of the compared OMol25 structures with the same formula, charge and spin (kJ/mol) = 0.00
- net charge = 0
- spin multiplicity = 1
- SMILES string = O=C1C(c2ccccc2)=CC(=Cc2ccccc2)C=C1c1ccccc1.COC[C@@H]1CCCN1

Element x y z (Å)
O -2.497 -4.031 -0.545
O 2.827 3.535 1.356
N -0.576 -2.484 -1.828
C 0.580 2.829 1.023
C -0.705 -0.697 1.021
C 5.878 -0.293 0.097
C 0.052 4.204 1.016
C -4.316 -1.147 1.937
C -0.270 1.758 0.918
C 6.748 0.399 0.950
C -2.806 0.243 0.045
C 3.965 0.929 1.005
C 0.554 -1.986 -2.527
C 4.502 -0.056 0.145
C 2.514 1.194 1.009
C -1.560 5.827 0.154
C -1.056 6.809 1.018
C 4.856 1.624 1.847
C -2.945 -1.356 1.869
C 1.597 0.184 0.858
C 0.180 0.399 0.910
C -0.575 -3.791 -3.761
C 6.225 1.354 1.832
C 0.507 -2.699 -3.902
C -1.821 -4.557 -1.666
C -4.185 0.422 0.101
C 0.006 6.489 1.874
C -3.041 -5.070 0.270
C 0.568 5.212 1.851
C 2.039 2.596 1.159
C -4.951 -0.258 1.057
C -2.136 -0.598 0.979
C -1.409 -3.377 -2.545
C -1.035 4.533 0.172
H -2.454 -2.071 2.533
H -3.679 -5.771 -0.304
H 1.485 -2.228 -1.984
H -4.664 1.101 -0.604
H -1.343 1.952 0.914
H 0.202 -1.979 -4.669
H 3.822 -0.600 -0.517
H -0.898 -5.089 -1.349
H -2.331 -2.853 -2.869
H -1.201 -3.925 -4.646
H 6.272 -1.018 -0.613
H -2.240 -5.675 0.735
H -2.213 0.758 -0.714
H 4.464 2.398 2.503
H 0.539 -0.886 -2.633
H -4.915 -1.694 2.665
H 1.431 4.981 2.472
H -6.030 -0.103 1.102
H 0.407 7.234 2.561
H -0.778 -2.223 -0.874
H -1.475 7.816 1.018
H -0.259 -1.654 1.307
H -3.638 -4.583 1.050
H 7.820 0.206 0.924
H -1.431 3.765 -0.498
H 6.882 1.899 2.509
H -0.098 -4.746 -3.509
H 1.950 -0.846 0.758
H -2.453 -5.249 -2.261
H 1.475 -3.131 -4.169
H -2.364 6.071 -0.540


2.
Below is a structure of composition C31H32BN8O4Zr, with properties calculated with ωB97M-V/def2-TZVPD.

Results
- energy above the lowest of the compared OMol25 structures with the same formula, charge and spin (kJ/mol) = 65.24
- net charge = +3
- spin multiplicity = 1

Element x y z (Å)
Zr -0.457 -0.803 0.842
O -2.356 -1.536 0.955
O 3.500 3.074 4.273
O 5.479 4.461 1.134
O -2.755 -2.457 3.061
N 3.722 3.223 2.004
N 2.481 2.811 -7.258
N -1.793 4.024 0.518
N -1.043 1.384 0.692
N 0.571 -2.398 -0.407
N 1.747 -4.344 -1.959
N 1.415 -0.412 2.046
N 0.201 0.072 -1.178
C 3.430 2.595 3.166
C -3.173 -3.696 0.220
C 3.273 0.237 3.997
C 2.748 -1.045 3.932
C -0.022 1.371 -1.474
C 1.977 0.820 2.087
C -4.722 -3.821 2.690
C -0.759 2.101 -0.418
C 1.583 1.728 -4.853
C 1.816 -1.327 2.956
C 1.332 -0.189 -3.262
C -4.051 -2.509 2.345
C 0.410 1.937 -2.651
C 4.365 4.545 1.974
C 0.685 -3.655 0.038
C 1.108 1.159 -3.588
C 1.287 -4.628 -0.750
C 1.711 0.935 -5.992
C -3.639 -2.403 0.845
C -2.058 3.316 1.605
C -4.859 -1.326 2.843
C 0.868 -0.693 -2.069
C 1.915 3.079 -4.951
C -4.608 -1.653 -0.031
C -1.689 1.978 1.701
C 1.626 -3.099 -2.401
C -1.155 3.429 -0.483
C 1.043 -2.097 -1.636
C 2.154 1.526 -7.166
C 2.905 1.178 3.038
C 2.367 3.565 -6.169
B -1.842 -1.808 2.376
H 4.603 4.819 3.000
H -4.795 -0.643 0.326
H -5.560 -2.189 -0.031
H 0.291 -3.888 1.021
H 1.651 1.534 1.340
H 3.667 5.270 1.557
H -2.573 3.807 2.421
H -5.859 -1.326 2.409
H -2.464 -4.229 0.855
H 2.247 0.939 -8.072
H 1.894 -0.813 -3.941
H 1.878 3.749 -4.102
H -4.378 -0.374 2.610
H 2.003 -2.901 -3.396
H -4.962 -1.401 3.924
H 1.434 -0.111 -6.005
H -4.981 -3.825 3.747
H 3.028 -1.809 4.643
H -5.647 -3.930 2.121
H -4.255 -1.621 -1.061
H 3.909 2.660 1.188
H -4.082 -4.676 2.489
H 1.352 -2.304 2.908
H 6.293 4.574 1.636
H 3.957 0.529 4.784
H 2.649 4.605 -6.271
H -2.727 -3.500 -0.756
H 0.195 2.972 -2.872
H 1.390 -5.645 -0.391
H -1.908 1.391 2.587
H -4.029 -4.351 0.058
H -0.960 4.033 -1.360


3.
Below is a structure of composition C31H32BrCsN5O6S in a non-equilibrium geometry, with properties calculated with ωB97M-V/def2-TZVPD.

Results
- energy above the lowest of the compared OMol25 structures with the same formula, charge and spin (kJ/mol) = 126.98
- net charge = -1
- spin multiplicity = 1

Element x y z (Å)
Cs -0.095 0.101 -0.047
Br -0.997 7.160 0.759
S -1.298 -4.547 -0.203
O -0.178 0.478 -3.946
O -2.609 1.002 -1.605
O 0.625 -0.064 3.515
O 1.665 0.783 1.719
O -0.807 -0.891 -2.315
O 3.420 -4.238 0.099
N 0.069 -3.615 -2.298
N 1.962 -1.419 2.259
N 1.247 -3.880 -0.342
N 2.931 -1.422 1.212
N 0.330 3.414 -0.270
C 2.599 -5.186 -1.914
C -0.973 0.051 -3.115
C 0.306 -2.736 -5.088
C -3.214 -0.722 -4.852
C -3.479 2.401 -4.607
C 0.116 5.641 0.558
C -4.232 -0.975 -2.692
C -1.065 -3.721 -3.201
C -5.008 -2.009 -3.189
C 2.977 -6.605 -4.258
C 2.159 4.486 0.832
C -3.339 -0.312 -3.522
C 0.025 -3.998 -1.027
C -3.553 3.672 -5.171
C 1.923 -6.926 -3.418
C 1.399 -0.111 2.563
C 1.416 5.635 1.036
C -1.523 3.047 -3.395
C 1.582 3.406 0.170
C -2.465 2.071 -3.721
C -1.600 4.311 -3.953
C 3.677 -4.884 -2.746
C 3.852 -5.587 -3.926
C -4.894 -2.400 -4.511
C -0.379 4.513 -0.082
C 2.470 -4.402 -0.650
C -3.989 -1.755 -5.342
C -2.395 0.739 -2.999
C -2.616 4.628 -4.849
C 1.724 -6.214 -2.250
C -0.602 -3.871 -4.643
H -2.661 5.619 -5.283
H -2.491 -0.241 -5.496
H 0.825 -3.001 -2.561
H 0.468 -2.757 -6.166
H -0.101 -1.759 -4.823
H -3.874 -2.057 -6.376
H -0.721 2.830 -2.701
H 4.357 -4.098 -2.450
H -3.402 1.546 -1.509
H 3.268 -2.372 1.107
H 3.677 -0.760 1.402
H -1.503 -3.900 -5.261
H 1.250 -7.730 -3.682
H -1.396 4.505 -0.461
H -4.358 3.895 -5.860
H -0.853 5.047 -3.683
H -4.230 1.670 -4.867
H -0.102 -4.836 -4.779
H 4.675 -5.341 -4.585
H 0.895 -6.441 -1.596
H -5.499 -3.216 -4.885
H -5.695 -2.527 -2.533
H 2.155 2.506 0.011
H 1.175 -3.586 0.628
H 3.179 4.396 1.177
H 3.115 -7.158 -5.179
H -4.282 -0.699 -1.650
H 1.824 6.497 1.547
H 2.332 -1.770 3.140
H 1.293 -2.812 -4.629
H -1.673 -2.822 -3.072
H -1.644 -4.581 -2.860


4.
Below is a structure of composition C31H32CdCl4N3O4, with properties calculated with ωB97M-V/def2-TZVPD.

Results
- energy above the lowest of the compared OMol25 structures with the same formula, charge and spin (kJ/mol) = 59.90
- net charge = -1
- spin multiplicity = 1

Element x y z (Å)
Cd -1.844 0.669 0.192
Cl -8.581 1.527 1.464
Cl -6.679 -0.678 0.195
Cl -7.312 4.167 2.617
Cl -4.157 4.566 2.464
O -2.745 2.337 1.211
O 3.650 -1.174 -2.688
O 0.585 -3.775 -4.926
O -3.860 0.021 0.231
N 0.280 0.562 0.258
N 2.232 -2.767 -3.760
N -1.477 -1.210 -1.769
C 0.151 -1.436 4.050
C -4.640 0.961 0.765
C 0.265 0.692 2.727
C 2.268 -2.212 2.947
C -2.298 -2.192 -1.373
C 2.943 -2.385 -2.554
C -6.021 0.803 0.834
C 2.245 1.665 -0.880
C -4.905 3.126 1.838
C 2.200 -0.007 4.150
C 0.835 -0.041 1.487
C 2.366 -0.063 1.643
C -6.862 1.780 1.402
C -0.546 3.181 -3.784
C -0.120 -2.827 -2.890
C 0.872 1.327 -0.715
C 0.924 -3.148 -3.931
C -6.301 2.945 1.905
C -4.054 2.172 1.276
C 0.672 0.008 4.039
C 0.453 2.659 -2.777
C -0.969 -3.838 -2.465
C -0.398 -1.529 -2.492
C 1.811 2.983 -2.873
C 2.696 2.476 -1.927
C 4.175 2.794 -2.009
C 0.022 1.848 -1.749
C -2.057 -3.525 -1.674
C 0.325 -1.496 1.557
C 2.781 -0.766 2.951
C 0.739 -2.200 2.854
H -0.767 -1.477 1.490
H -0.943 -1.440 3.995
H 0.362 -3.225 2.848
H 2.509 -0.483 5.089
H 3.870 -0.765 3.014
H -2.738 -4.295 -1.326
H 3.071 -0.404 -2.578
H -0.053 3.780 -4.549
H 2.743 0.964 1.658
H 2.993 1.315 -0.184
H 2.584 1.020 4.158
H 2.168 3.622 -3.678
H 4.504 3.347 -1.123
H -1.073 2.363 -4.279
H 0.681 -2.045 0.681
H 2.689 -2.750 2.084
H 0.227 -0.693 -2.818
H 4.771 1.876 -2.062
H 4.402 3.400 -2.890
H -1.300 3.804 -3.297
H 2.244 -2.383 -1.732
H -0.822 0.724 2.670
H -0.786 -4.856 -2.784
H -3.170 -1.886 -0.793
H 0.602 1.734 2.709
H 3.701 -3.133 -2.353
H 2.808 -3.010 -4.550
H 0.435 -1.927 4.990
H 2.592 -2.740 3.853
H -1.037 1.591 -1.731
H 2.822 -0.586 0.794
H 0.245 0.559 4.879


5.
Below is a structure of composition C31H32CeN3P in a non-equilibrium geometry, with properties calculated with ωB97M-V/def2-TZVPD.

Results
- energy above the lowest of the compared OMol25 structures with the same formula, charge and spin (kJ/mol) = 2.13
- net charge = +2
- spin multiplicity = 1

Element x y z (Å)
Ce -1.041 -0.117 -1.980
P -0.090 -0.104 1.459
N 0.960 0.677 -3.217
N -0.351 -0.272 -0.115
N 0.701 -2.010 -2.405
C -1.641 0.653 2.065
C 2.811 -3.849 -2.893
C 2.668 2.109 3.500
C -4.412 1.209 -2.460
C 1.907 -0.239 -3.604
C 2.823 -2.573 -3.409
C -4.017 1.089 1.762
C 3.290 2.240 1.174
C 1.726 -4.219 -2.094
C -1.715 2.117 -1.796
C 2.240 1.386 0.822
C 1.792 -1.641 -3.136
C 0.740 -3.621 4.351
C 1.362 0.923 1.819
C 3.481 2.638 2.496
C -1.642 1.576 3.121
C -0.770 -2.001 3.375
C 3.159 1.511 -4.729
C -2.863 0.383 1.429
C 1.144 1.992 -3.506
C 2.223 2.448 -4.279
C 0.232 -1.557 2.498
C -2.830 2.193 3.531
C 1.732 -3.219 3.457
C 1.654 1.203 3.166
C -0.506 -2.997 4.321
C -4.383 -0.111 -1.697
C 0.716 -3.273 -1.875
C -4.010 1.991 2.829
C 1.486 -2.205 2.524
C 3.006 0.171 -4.376
H 2.099 1.077 -0.216
H -2.816 2.839 4.409
H 0.406 2.662 -3.095
H 3.752 -0.556 -4.677
H -1.762 -1.540 3.340
H -5.134 -0.099 -0.892
H 2.274 -1.897 1.828
H 2.813 2.393 4.545
H -1.285 -3.267 5.039
H -4.931 0.919 1.195
H -5.315 1.280 -3.080
H -4.917 2.529 3.101
H 2.326 3.493 -4.513
H -0.701 1.819 3.619
H -2.598 2.244 -1.150
H 3.969 2.605 0.395
H -4.648 -0.950 -2.348
H 0.936 -4.411 5.071
H -3.555 1.330 -3.122
H -3.422 -0.329 -1.201
H -2.896 -0.396 0.664
H 3.645 -2.277 -4.057
H -4.459 2.056 -1.772
H -1.845 2.635 -2.763
H -0.794 2.453 -1.287
H 1.102 0.713 3.976
H -0.141 -3.532 -1.249
H 4.269 3.350 2.756
H 4.026 1.782 -5.325
H 3.627 -4.524 -3.134
H 1.672 -5.217 -1.670
H 2.721 -3.687 3.490


6.
Below is a structure of composition C31H32Cl3EuI2N2O2PS2Si in a non-equilibrium geometry, with properties calculated with ωB97M-V/def2-TZVPD.

Results
- <S²> = 15.76
- energy above the lowest of the compared OMol25 structures with the same formula, charge and spin (kJ/mol) = 75.16
- net charge = -2
- spin multiplicity = 8

Element x y z (Å)
Eu -0.456 -0.007 0.303
I 1.667 1.848 -0.938
I -2.231 2.128 1.399
Cl -3.938 -3.814 3.761
Cl -4.696 -1.265 1.817
Cl -3.489 -0.795 4.923
S -1.377 -1.907 2.469
S 0.187 -2.311 -1.022
P -1.364 0.464 -2.493
Si -3.416 -1.901 3.206
O -2.478 -0.773 -0.468
O -4.246 -1.823 -1.394
N 2.084 -1.483 1.215
N 0.660 0.217 3.210
C -1.424 1.435 -5.184
C 0.618 0.405 -4.453
C -2.577 -0.858 -2.827
C -0.432 -1.866 3.960
C 4.069 -1.376 -0.302
C 4.636 -1.465 -1.568
C -2.431 1.955 -2.352
C 2.486 -2.038 -2.457
C 0.546 -0.878 4.147
C 3.836 -1.792 -2.653
C 0.226 -2.929 6.040
C 1.890 -1.921 -1.194
C -3.184 -1.204 -1.453
C -0.870 1.640 -6.441
C -0.686 0.809 -4.177
C -3.869 4.306 -1.895
C 0.155 1.433 3.877
C 1.914 -2.876 1.681
C 1.172 0.604 -5.714
C -3.800 1.909 -2.110
C 0.427 1.217 -6.711
C 1.357 -0.942 5.271
C 2.045 0.484 2.798
C 1.207 -1.962 6.225
C 2.809 -0.700 2.231
C -1.791 3.197 -2.372
C 1.727 3.285 1.043
C -2.503 4.364 -2.150
C -0.582 -2.898 4.917
C 2.704 -1.558 -0.098
C -4.514 3.080 -1.887
H 4.724 -1.167 0.533
H -1.990 5.320 -2.147
H -4.426 5.215 -1.687
H 0.854 1.373 -7.697
H 1.853 -2.336 -3.285
H 4.266 -1.871 -3.648
H 1.993 1.298 2.088
H 2.119 -0.185 5.412
H 2.191 0.286 -5.911
H 0.100 -3.724 6.768
H 2.670 3.831 1.030
H 5.698 -1.282 -1.693
H -2.431 1.777 -4.974
H 1.839 -1.981 7.106
H -0.721 3.242 -2.547
H -0.876 1.280 4.188
H 2.643 0.870 3.643
H 1.206 -0.053 -3.664
H -3.335 -0.608 -3.567
H -4.318 0.958 -2.069
H 2.888 -3.384 1.733
H 0.766 1.673 4.763
H -5.576 3.028 -1.672
H 0.201 2.269 3.182
H -1.334 -3.660 4.763
H -2.019 -1.730 -3.172
H -1.453 2.133 -7.213
H 3.089 -1.365 3.052
H 1.453 -2.892 2.666
H 1.275 -3.413 0.983
H 3.725 -0.275 1.829
H 0.858 3.936 1.025


Among the records above, which one has the lowest energy above the lowest of the compared OMol25 structures with the same formula, charge and spin? C31H31NO2